Density functional theory data (ωB97M-V/def2-TZVPD) for C17H14BrN3O3 as an isolated structure.

Properties
**Frontier orbital gap**: 8.02 eV
**Spin multiplicity**: 1
**Max |F|**: 0.33201 Eh/bohr
**Lowest unoccupied orbital energy**: -0.007 Eh
**Relative energy (zero: lowest compared OMol25 entry of this formula, charge and spin)**: 312.9 kcal/mol
**Energy**: -98497.6595 eV

CARTESIAN COORDINATES (ANGSTROEM)
Br  1.281  1.558  -3.237
O  2.134  -2.598  1.648
O  3.278  2.002  2.607
O  -0.270  -0.464  -1.757
N  -0.588  -2.809  1.086
N  -1.556  -4.789  1.204
N  -1.826  -3.519  -0.603
C  0.461  0.709  1.131
C  2.478  1.219  2.137
C  2.010  -1.202  1.595
C  -1.191  -3.716  0.451
C  -3.424  1.348  -2.358
C  0.724  -0.576  1.236
C  -1.512  2.460  -3.382
C  1.475  1.661  1.537
C  -0.513  1.247  -3.094
C  0.026  -1.597  0.379
C  -2.400  0.379  -1.946
C  2.842  -0.264  2.194
C  -0.657  -1.432  -0.801
C  3.051  3.457  2.753
C  -1.209  0.471  -2.070
C  -2.859  2.336  -3.301
C  -1.390  -2.329  -1.389
H  -0.815  3.360  -4.096
H  -2.166  -5.500  0.742
H  -0.459  1.010  0.648
H  3.788  3.958  3.378
H  3.733  -0.426  2.633
H  3.152  -2.727  2.074
H  -3.476  3.022  -3.848
H  -1.070  -4.827  2.129
H  3.011  3.850  1.600
H  -2.944  -0.247  -1.292
H  -4.384  1.407  -2.215
H  2.326  3.577  3.189
H  0.806  2.518  1.525
H  -1.868  -2.530  -2.489